1.
Below is a cluster of 2 separate species, C3H4O in total at a distorted geometry, with properties calculated with ωB97M-V/def2-TZVPD.

```
8
Properties=species:S:1:pos:R:3:forces:R:3
O -2.82868 0.04493 -0.09162 3.514 -0.912 -0.533
C 1.20048 0.20704 0.24320 1.973 -0.056 -0.841
C 0.61365 -0.90750 0.04682 -2.527 -1.215 -0.698
C -1.63360 0.05285 -0.19378 -0.484 2.063 1.180
H 0.58240 1.06759 0.09610 -0.474 1.288 0.370
H 2.30646 0.36466 0.19930 -1.010 -0.112 0.427
H 0.77242 -1.96420 -0.17326 -0.032 0.547 0.431
H -1.01313 1.13464 -0.12677 -0.959 -1.602 -0.335
```
Positions in Å, forces in eV/Å.

**Relative energy (zero: lowest compared OMol25 entry of this formula, charge and spin)**: 94.0 kcal per mole
**HOMO (spin up / spin down)**: -8.59 / -8.60 eV
**Kohn-Sham gap (spin up / spin down)**: 8.5974 / 8.5079 eV
**Charge**: 0
**2S+1**: 1

These are the Löwdin partial charges, in e, on atoms 1 to 2:
1. O 0.016
2. C -0.143


2.
Below is the ion C11H17N4O6 with charge -1 at a distorted geometry, with properties calculated with ωB97M-V/def2-TZVPD.

```
38
Properties=species:S:1:pos:R:3:forces:R:3
O -1.16371 0.75644 -1.74193 1.532 0.157 0.440
O 1.65177 -0.06219 1.94121 -0.581 -0.530 0.508
O 1.48068 2.13913 1.91034 -0.359 0.126 0.433
O 1.43506 -2.79119 -2.57706 -0.149 0.479 0.433
O -3.29455 0.99970 2.30188 -0.614 0.307 0.128
O 1.50918 2.85698 -2.93109 0.295 -0.364 0.037
N 1.29216 3.10736 -0.72861 -0.081 0.215 0.674
N -3.26863 -0.35448 0.49008 0.491 0.090 -0.797
N -0.49953 -0.04566 0.23503 -1.155 0.672 0.758
N 1.66535 -1.27679 -0.90605 -0.105 1.399 0.553
C -0.25411 0.29600 -1.03857 -1.274 -0.210 -1.622
C -2.71427 0.53668 1.33526 0.046 -0.829 0.849
C -1.24803 0.85623 1.15857 0.924 -0.015 -1.102
C 1.00746 1.00036 2.16095 1.209 0.808 -1.252
C 1.14539 -0.10584 -1.60695 -0.192 0.284 -0.308
C 2.22330 1.01474 -1.54110 -0.316 0.646 -0.187
C 2.30987 -3.56537 -0.54015 0.069 -0.453 -0.468
C 1.65298 2.40688 -1.79547 -0.314 0.093 -1.446
C -0.47946 0.95179 2.48948 -0.336 -0.608 0.347
C -4.57111 -0.96692 0.67693 1.336 -0.794 -0.224
C 1.75185 -2.49091 -1.42283 0.126 -1.436 -1.730
H 2.70619 1.05873 -0.56562 0.028 -0.393 0.128
H -0.69935 0.05548 3.06481 -0.022 -0.102 0.214
H 2.96390 0.86637 -2.34428 -0.255 -0.219 0.458
H -0.80721 1.83245 3.05373 0.108 -0.273 -0.278
H 1.47123 -4.10652 -0.12709 -0.270 -0.147 0.348
H -5.32408 -0.26434 0.90445 -0.727 0.886 0.440
H 2.83944 -4.28657 -1.18762 -0.024 0.493 0.425
H -2.65750 -0.67435 -0.25711 -0.352 0.102 0.211
H 1.41643 2.77016 0.21213 0.096 -0.216 0.705
H -4.85335 -1.48998 -0.22817 0.030 0.009 -0.279
H 0.96779 -0.32722 -2.67226 0.096 -0.239 0.578
H 2.91734 -3.16340 0.25114 0.353 -0.061 0.388
H -1.19240 1.83797 0.70383 -0.128 0.356 -0.229
H 1.98635 -1.11588 0.04870 -0.008 0.073 -0.137
H 0.89438 4.01631 -0.86215 -0.094 0.115 -0.199
H 0.21944 -0.55210 0.67923 0.958 -0.415 0.898
H -4.48024 -1.72005 1.45637 -0.342 -0.008 0.302
```
Positions in Å, forces in eV/Å.

**Structure (SMILES)**: CNC(=O)[C@@H](CC(=O)[O-])NC(=O)[C@@H](CC(N)=O)NC(C)=O
**Relative energy (zero: lowest compared OMol25 entry of this formula, charge and spin)**: 1.4 kcal per mole
**HOMO**: -5.90 eV
**Kohn-Sham gap**: 8.8847 eV
**Charge**: -1
**2S+1**: 1

These are the Löwdin partial charges, in e, on atoms 1 to 2:
1. O 0.055
2. O -0.079


3.
Below is a structure of composition C30H48P2ReSe at a distorted geometry, with properties calculated with ωB97M-V/def2-TZVPD.

```
82
Properties=species:S:1:pos:R:3:forces:R:3
Re 0.21391 -0.06068 0.05511 -2.036 0.200 -3.286
Se -3.04926 -2.18793 2.29821 -0.008 -0.073 -1.079
P -0.86340 1.94405 -8.73140 0.021 -0.707 -2.788
P -1.20113 -0.69821 -7.27699 -0.010 -1.684 -1.568
C 1.80833 0.40746 1.33246 0.673 0.074 0.476
C -0.38779 0.74190 2.01648 1.082 -0.135 1.586
C 0.20471 -2.26626 -0.15354 -1.641 -1.725 -0.879
C 1.57922 -0.20090 -1.60556 0.567 0.872 -0.217
C -0.62586 -0.34425 -2.93073 -0.159 0.648 -0.224
C -2.11596 -2.57309 4.93607 -0.860 -0.184 0.195
C -2.79148 -3.13953 3.82164 0.596 -0.965 1.102
C 3.22010 -0.08282 1.31214 0.153 -0.010 -0.026
C 0.35024 0.40496 -2.04202 -0.068 -0.601 -0.252
C 0.86254 -1.35202 3.00761 -0.155 -0.148 0.182
C -0.90529 2.98552 0.84917 -0.321 -0.112 -0.307
C 1.99592 -1.64188 -1.87736 0.569 -0.130 -0.146
C -1.57754 0.54585 -9.75438 -0.269 -0.172 0.613
C -1.62938 0.79575 2.82794 -0.516 -0.260 0.188
C -3.15925 -4.22675 6.38819 0.211 0.522 -0.379
C 0.78224 2.04494 -9.56633 0.447 0.048 1.011
C -0.94304 -1.79517 -0.84795 1.238 -1.760 -0.061
C -2.35462 -3.08079 6.21113 0.211 -0.209 -0.155
C 0.73960 -0.14217 2.13426 -0.317 0.857 1.879
C -0.04872 1.79327 1.10748 1.202 0.540 0.792
C -3.66451 -4.88662 5.25566 0.121 -0.495 0.334
C 0.13734 -1.91402 -6.95609 0.363 0.540 0.622
C 1.49404 -2.67141 -0.84343 0.295 0.316 0.267
C -1.65839 3.31004 -9.66228 -0.387 0.588 0.968
C -3.41215 -4.40824 3.98301 -0.263 0.705 0.082
C 1.31983 1.62408 0.72024 0.402 1.076 0.379
C -1.21770 -0.80934 -9.14833 0.089 0.540 -0.029
C -1.02270 -1.70655 -2.36623 -0.127 -0.340 -0.108
C 2.13451 2.65734 0.00710 0.100 0.104 -0.139
C -2.64942 -1.78375 -6.93886 -0.367 0.635 0.689
H -1.94912 -1.57652 -9.43563 0.258 0.129 0.089
H -1.51270 3.17148 -10.74080 0.080 -0.143 0.296
H 0.34467 1.49156 -2.15866 0.203 -0.182 -0.077
H 0.65280 2.05157 -10.65681 -0.147 -0.010 0.344
H -2.05565 -1.93544 -2.66185 0.241 0.000 0.111
H 3.69266 0.10771 0.34685 -0.018 0.010 0.063
H 1.26565 2.97812 -9.24938 0.037 -0.263 -0.150
H -0.57841 3.52175 -0.03943 -0.057 0.058 0.034
H 3.26996 -1.15726 1.50471 0.018 0.135 -0.023
H -0.87693 3.67195 1.70426 0.082 -0.161 -0.123
H -3.74620 -4.91956 3.08474 -0.230 0.053 0.261
H -1.60422 1.64122 3.53850 0.283 -0.266 -0.290
H -1.89678 -1.94054 -0.32549 0.291 0.549 0.150
H -2.55681 -2.72400 -7.49893 0.140 0.306 0.129
H -0.22286 -1.14070 -9.48058 -0.250 0.124 0.145
H -2.66830 0.68776 -9.77136 0.259 -0.042 -0.022
H -0.03640 -2.83198 -7.53251 -0.080 0.273 0.108
H 1.71188 -1.95608 -2.89082 -0.012 0.192 0.145
H -3.36626 -4.59555 7.39809 0.046 0.129 -0.474
H -1.52017 0.27497 -3.06132 0.072 -0.053 0.094
H -2.49453 0.97028 2.18152 -0.042 -0.123 0.158
H 1.05818 -1.07022 4.05336 -0.075 0.015 -0.283
H 2.93408 2.21513 -0.59596 -0.127 0.116 0.125
H -0.20319 -0.45526 -3.94190 -0.021 -0.078 0.116
H 3.09770 -1.66092 -1.85194 -0.401 -0.074 -0.126
H -1.49861 -1.69313 4.77998 -0.212 -0.056 0.223
H 2.60542 3.34661 0.72717 -0.180 -0.271 -0.197
H 3.82029 0.42151 2.08048 -0.153 -0.068 -0.117
H 2.43768 0.48058 -1.56830 -0.397 -0.278 0.128
H 0.01112 -2.79054 0.78749 0.008 0.479 -0.004
H 1.39082 -3.66053 -1.31706 -0.236 0.198 0.119
H 1.41954 1.20347 -9.27016 -0.045 0.209 -0.126
H 1.10240 -1.47653 -7.23932 -0.154 -0.183 0.082
H -1.21103 4.25961 -9.34719 -0.180 -0.094 -0.175
H -1.94324 2.68156 0.70532 -0.015 0.146 -0.025
H -4.26113 -5.79529 5.38284 0.320 0.295 -0.053
H -2.69325 -1.99303 -5.86221 -0.116 -0.033 -0.264
H -0.06477 -1.93650 2.97730 0.217 0.055 0.091
H 1.69758 -1.99261 2.69453 -0.287 0.140 0.015
H -1.90980 -2.57143 7.06681 -0.129 -0.262 -0.164
H -1.80336 -0.13830 3.36814 0.038 0.474 -0.129
H -2.72986 3.33268 -9.43373 0.193 0.106 -0.115
H 2.26190 -2.81035 -0.06770 -0.234 0.094 -0.181
H -0.38928 -2.48518 -2.81153 -0.142 0.048 0.225
H 0.15886 -2.14433 -5.88329 0.090 -0.074 -0.253
H -1.19906 0.64669 -10.78008 -0.140 0.103 0.229
H 1.49449 3.25618 -0.65045 0.212 -0.086 0.068
H -3.57279 -1.26911 -7.23333 0.159 -0.192 0.099
```
Positions in Å, forces in eV/Å.

**Relative energy (zero: lowest compared OMol25 entry of this formula, charge and spin)**: 0.0 kcal per mole
**HOMO (spin up / spin down)**: -12.19 / -12.25 eV
**Kohn-Sham gap (spin up / spin down)**: 6.0798 / 3.7693 eV
**Charge**: +2
**Expectation value of S²**: 3.84
**2S+1**: 4

These are the Löwdin partial charges, in e, on atoms 1 to 2:
1. Re 1.496
2. Se 0.887